Entry 1:
The following is a DFT calculation (wB97M-V/def2-TZVPD) of C33H47FN6O7Ti as an isolated structure at a distorted geometry.

Structure (XYZ):
```
95
Properties=species:S:1:pos:R:3
Ti -4.164 -16.082 14.535
C -1.131 -16.935 14.505
N -1.894 -15.639 14.236
C -1.205 -14.590 15.018
C -1.797 -15.214 12.846
C -2.715 -14.046 12.583
N -4.154 -14.389 12.800
C -4.699 -14.891 11.520
C -4.948 -13.158 13.096
H -0.155 -16.873 13.929
H -1.625 -17.830 14.126
H -0.996 -16.962 15.608
H -0.115 -14.579 14.665
H -1.273 -14.931 16.096
H -1.640 -13.630 14.903
H -1.961 -16.037 12.183
H -0.737 -14.846 12.718
H -2.613 -13.739 11.533
H -2.470 -13.117 13.180
H -4.676 -14.046 10.804
H -5.754 -15.347 11.633
H -3.984 -15.589 11.069
H -4.723 -12.437 12.259
H -4.649 -12.803 14.027
H -6.004 -13.400 12.941
N -5.219 -18.028 15.055
C -4.431 -19.204 14.654
C -4.456 -19.378 13.143
C -4.041 -18.225 12.359
O -3.885 -18.132 11.159
O -3.923 -17.138 13.125
H -5.361 -18.073 16.009
H -6.139 -17.937 14.561
H -4.848 -20.127 15.051
H -3.426 -19.086 15.184
H -5.521 -19.437 12.975
H -3.992 -20.321 12.857
C -9.004 -16.130 11.729
C -8.048 -16.293 12.892
O -7.438 -17.341 13.012
C -7.958 -15.110 13.774
C -9.086 -14.302 13.829
C -9.223 -13.310 14.794
C -8.273 -13.203 15.780
C -7.174 -14.061 15.825
C -6.986 -14.900 14.721
O -5.855 -15.614 14.624
H -8.950 -17.063 11.160
H -8.859 -15.206 11.167
H -9.969 -16.143 12.242
H -9.883 -14.480 13.099
H -10.062 -12.618 14.824
H -8.397 -12.540 16.571
H -6.368 -13.927 16.650
C -1.851 -13.796 21.614
C -3.306 -13.663 21.227
N -3.417 -13.684 19.734
C -3.656 -14.894 19.227
C -3.835 -15.134 17.884
C -3.670 -16.558 17.458
O -3.728 -17.422 18.300
O -3.397 -16.748 16.187
C -3.784 -14.051 16.974
O -3.937 -14.189 15.745
C -3.553 -12.713 17.528
C -3.456 -11.607 16.647
C -3.256 -10.385 17.212
F -3.016 -9.316 16.375
C -3.215 -10.187 18.600
C -3.376 -11.250 19.413
C -3.435 -12.550 18.930
N -3.133 -8.864 19.214
C -4.218 -7.997 18.824
C -4.206 -6.757 19.693
N -2.780 -6.117 19.637
C -1.694 -7.106 19.982
C -1.852 -8.321 19.008
H -1.819 -13.998 22.687
H -1.143 -12.985 21.480
H -1.484 -14.743 21.085
H -3.734 -12.771 21.613
H -3.765 -14.558 21.654
H -3.730 -15.725 19.948
H -3.539 -11.797 15.607
H -3.290 -10.942 20.453
H -5.077 -8.582 19.067
H -4.151 -7.780 17.730
H -4.350 -6.963 20.721
H -4.919 -5.986 19.400
H -2.771 -5.381 20.330
H -2.569 -5.773 18.688
H -1.968 -7.425 20.958
H -0.781 -6.501 20.042
H -1.076 -9.062 19.286
H -1.763 -7.982 17.968
```

Values from the calculation:
Energy relative to the best compared isomer or geometry (same formula, charge and spin) in kcal/mol: 41.9
Total charge: +2
Highest occupied orbital energy in Eh: -0.4675
Multiplicity: 1
Total energy in eV: -84079.9838

=====

Entry 2:
The following is a DFT calculation (wB97M-V/def2-TZVPD) of C16H40AgN2O6 as an isolated structure at a distorted geometry.

Structure (XYZ):
```
65
Properties=species:S:1:pos:R:3
Ag 0.820 -0.448 -0.064
C 2.001 -3.080 -3.519
C 2.270 -1.554 -3.146
O 1.278 -1.067 -2.267
H 2.853 -3.395 -4.120
H 1.145 -2.936 -4.180
H 1.869 -3.814 -2.724
H 2.245 -0.976 -4.069
H 3.229 -1.267 -2.715
C -0.792 0.604 4.237
C 0.520 0.183 3.516
O 0.552 0.126 2.144
H -1.449 -0.263 4.170
H -1.309 1.368 3.656
H -0.664 0.847 5.292
H 0.942 -0.766 3.846
H 1.230 0.963 3.792
C -1.766 5.660 -0.092
O -1.447 4.358 0.374
C -1.867 3.385 -0.566
C -1.166 2.119 -0.087
N 0.150 1.735 -0.686
C 1.161 2.685 -0.142
C 2.522 2.335 -0.753
O 2.697 0.990 -0.332
C 4.052 0.508 -0.356
H -2.133 6.333 0.683
H -2.497 5.753 -0.895
H -0.845 6.059 -0.519
H -1.721 3.753 -1.582
H -2.944 3.245 -0.484
H -1.766 1.392 -0.635
H -1.313 1.811 0.948
H 0.103 1.829 -1.691
H 1.232 2.612 0.943
H 1.024 3.761 -0.248
H 3.294 3.075 -0.543
H 2.372 2.426 -1.829
H 4.739 0.996 0.336
H 4.611 0.916 -1.197
H 4.316 -0.549 -0.331
C 2.677 -2.739 1.452
O 1.633 -2.508 0.556
C 0.510 -3.356 0.857
C -0.565 -3.220 -0.239
N -1.087 -1.852 -0.464
C -1.960 -1.478 0.559
C -3.406 -1.980 0.227
O -3.844 -1.644 -1.074
C -4.590 -0.444 -1.204
H 3.531 -2.107 1.206
H 3.052 -3.759 1.374
H 2.449 -2.726 2.517
H 0.063 -3.074 1.811
H 0.883 -4.377 0.943
H -1.312 -3.973 0.011
H -0.038 -3.325 -1.187
H -1.659 -1.794 -1.294
H -2.114 -0.401 0.618
H -1.872 -1.896 1.562
H -4.149 -1.703 0.976
H -3.493 -3.065 0.287
H -5.421 -0.423 -0.499
H -4.932 -0.226 -2.216
H -3.905 0.361 -0.940
```

Values from the calculation:
Energy relative to the best compared isomer or geometry (same formula, charge and spin) in kcal/mol: 28.8
Total charge: +1
Highest occupied orbital energy (spin up / spin down) in Eh: -0.3518 / -0.3505
Multiplicity: 3
Expectation value of S²: 2.01
Total energy in eV: -36489.1353

=====

Entry 3:
The following is a DFT calculation (wB97M-V/def2-TZVPD) of a 3-piece molecular cluster, C5H14N2O overall at a distorted geometry.

Structure (XYZ):
```
22
Properties=species:S:1:pos:R:3
C -0.029 -0.199 -0.657
C 1.220 -0.666 1.304
C -0.216 1.838 0.604
C 0.758 -1.023 -1.635
C -1.406 -0.704 -0.321
N 0.539 0.887 -0.181
N 0.461 -0.690 2.429
O -0.836 1.410 -2.111
H -0.238 1.715 -2.803
H 0.339 0.169 2.943
H -0.318 -1.329 2.476
H 2.087 -0.023 1.321
H 1.371 -1.623 0.826
H 0.481 2.440 1.192
H -0.728 2.475 -0.120
H -0.973 1.399 1.264
H -1.450 -1.793 -0.327
H 0.727 -2.091 -1.408
H 1.788 -0.677 -1.702
H 0.277 -0.861 -2.603
H -2.053 -0.317 -1.113
H -1.801 -0.335 0.625
```

Values from the calculation:
Energy relative to the best compared isomer or geometry (same formula, charge and spin) in kcal/mol: 138.7
Highest occupied orbital energy (spin up / spin down) in Eh: -0.2411 / -0.2409
Multiplicity: 1
Total energy in eV: -10435.0153

=====

Entry 4:
The following is a DFT calculation (wB97M-V/def2-TZVPD) of a 2-piece molecular cluster, C2H2N2O2S overall at a distorted geometry.

Structure (XYZ):
```
9
Properties=species:S:1:pos:R:3
C 0.895 -1.788 -1.670
C -0.805 -0.163 -0.276
N 1.049 -2.694 -2.376
N -1.808 -0.888 -0.846
O -2.034 -0.815 -1.974
O -2.418 -1.581 -0.012
S -0.561 -0.586 1.385
H -0.209 0.533 -0.862
H 0.169 0.438 1.651
```

Values from the calculation:
Energy relative to the best compared isomer or geometry (same formula, charge and spin) in kcal/mol: 181.5
Highest occupied orbital energy (spin up / spin down) in Eh: -0.4197 / -0.3613
Multiplicity: 1
Total energy in eV: -20008.4769

=====

Entry 5:
The following is a DFT calculation (wB97M-V/def2-TZVPD) of one molecule with the formula C4H4O2S at a distorted geometry.

Structure (XYZ):
```
11
Properties=species:S:1:pos:R:3
C -0.109 -0.096 0.727
C 1.014 0.710 0.885
C 0.518 0.816 -1.310
C -0.410 0.005 -0.694
H -0.634 -2.301 1.491
H 1.580 1.135 1.705
H 0.758 1.052 -2.320
H -1.773 -1.079 -0.750
O 1.391 1.206 -0.289
O -1.403 -0.508 -1.408
S -0.932 -0.941 1.963
```

Values from the calculation:
Energy relative to the best compared isomer or geometry (same formula, charge and spin) in kcal/mol: 38.1
Highest occupied orbital energy in Eh: -0.3160
Multiplicity: 1
SMILES string: Oc1cocc1S
Total energy in eV: -19141.3386

=====

Entry 6:
The following is a DFT calculation (wB97M-V/def2-TZVPD) of C22H29BrN4O6PdS as an isolated structure at a distorted geometry.

Structure (XYZ):
```
64
Properties=species:S:1:pos:R:3
Pd 0.159 -0.144 0.220
N -0.438 1.930 1.551
C 0.387 3.126 1.420
C 0.880 3.301 -0.008
C -0.237 3.512 -1.040
C -0.442 2.346 -1.995
N -0.946 1.120 -1.356
H -1.408 2.088 1.307
H -0.451 1.569 2.496
H 1.258 3.007 2.064
H -0.152 4.026 1.745
H 1.451 2.406 -0.268
H 1.572 4.146 -0.021
H -0.013 4.380 -1.663
H -1.183 3.740 -0.534
H 0.516 2.092 -2.455
H -1.121 2.661 -2.795
H -1.079 0.411 -2.069
H -1.872 1.257 -0.960
Br 3.066 -3.908 1.955
C 3.847 -2.435 2.865
C 4.930 -2.742 3.681
C 5.594 -1.736 4.363
C 5.182 -0.418 4.221
C 4.111 -0.127 3.395
C 3.417 -1.124 2.708
C 2.257 -0.672 1.846
O 1.311 -1.490 1.640
O 2.280 0.490 1.397
H 5.247 -3.771 3.775
H 6.434 -1.986 4.998
H 5.693 0.376 4.748
H 3.776 0.891 3.256
O 0.955 -1.111 -2.443
C -0.068 -1.897 -2.249
N -0.575 -2.060 -1.085
S -2.120 -2.666 -1.246
O -3.035 -1.560 -1.193
O -2.343 -3.789 -0.389
C -1.924 -3.139 -2.956
C -2.719 -3.915 -3.769
C -2.294 -4.090 -5.085
C -1.126 -3.496 -5.552
C -0.328 -2.721 -4.711
C -0.746 -2.570 -3.406
H -3.631 -4.364 -3.401
H -2.885 -4.696 -5.758
H -0.826 -3.648 -6.580
H 0.594 -2.273 -5.056
C -3.873 -3.274 2.675
N -2.712 -2.415 2.623
C -1.413 -3.031 2.852
C -2.793 -1.179 2.109
O -1.834 -0.446 1.909
H -3.984 -3.706 3.672
H -3.778 -4.084 1.947
H -4.768 -2.700 2.441
H -1.295 -3.282 3.908
H -0.623 -2.349 2.548
H -1.340 -3.942 2.255
H -3.823 -0.873 1.869
C 1.515 -0.509 -1.207
H 2.165 -1.249 -0.743
H 2.043 0.376 -1.546
```

Values from the calculation:
Energy relative to the best compared isomer or geometry (same formula, charge and spin) in kcal/mol: 21.0
Highest occupied orbital energy (spin up / spin down) in Eh: -0.2557 / -0.2558
Multiplicity: 1
Total energy in eV: -125886.8055